14
Properties=species:S:1:pos:R:3:lowdin_charge:R:1 method="wB97M-V/def2-TZVPD" smiles="CCOC(C)=O" gap_ev=11.35 de_lowest_kj_mol=24.0 total_charge=0
C -2.17 -0.26 0.66 -0.073
C -1.17 0.10 -0.42 -0.229
O 0.12 0.17 0.22 -0.024
C 1.15 0.51 -0.57 -0.544
C 2.46 0.27 0.13 0.017
O 1.03 0.91 -1.70 0.099
H -1.87 -1.19 1.16 0.079
H -2.23 0.53 1.42 0.079
H -3.16 -0.40 0.23 0.079
H -1.12 -0.67 -1.19 0.128
H -1.39 1.05 -0.90 0.124
H 2.47 0.72 1.13 0.088
H 3.27 0.67 -0.48 0.086
H 2.60 -0.81 0.26 0.092